# 1
{
  "formula": "C47H40BrN5O5SSc",
  "method": "wB97M-V/def2-TZVPD",
  "de_lowest_ev": 1.586,
  "e_homo_ev": -5.0,
  "charge": -1,
  "symbols": ["Sc", "O", "C", "C", "C", "C", "C", "C", "C", "O", "N", "N", "C", "C", "C", "C", "C", "C", "C", "O", "H", "H", "H", "H", "H", "H", "H", "H", "H", "H", "O", "C", "C", "C", "C", "C", "C", "C", "O", "N", "N", "C", "C", "Br", "C", "C", "C", "C", "C", "C", "C", "H", "H", "H", "H", "H", "H", "H", "H", "H", "H", "H", "H", "H", "H", "C", "C", "C", "C", "C", "C", "C", "C", "S", "C", "N", "C", "C", "C", "C", "C", "C", "C", "C", "H", "H", "H", "H", "H", "H", "H", "H", "H", "H", "H", "H", "H", "H", "H", "H"],
  "coordinates": [[0.39087, -0.03250, 0.60753], [2.46170, 0.50561, -3.55005], [3.57275, -0.12871, -3.13694], [4.45963, -0.60507, -4.10375], [5.62416, -1.24970, -3.73176], [5.94601, -1.40528, -2.38767], [5.08252, -0.91554, -1.42509], [3.88207, -0.29631, -1.77346], [2.93651, 0.15483, -0.71914], [1.71337, 0.44865, -1.06116], [3.40524, 0.22060, 0.49839], [2.40521, 0.61770, 1.35558], [2.70336, 1.24353, 2.42889], [1.70019, 2.04169, 3.09980], [1.92331, 2.60467, 4.35939], [1.10954, 3.59932, 4.85742], [0.08153, 4.10028, 4.05323], [-0.16453, 3.56962, 2.80755], [0.57648, 2.46781, 2.31971], [0.28812, 1.92285, 1.18211], [1.91824, 0.64964, -2.73110], [4.21501, -0.45284, -5.14769], [6.29119, -1.63064, -4.49563], [6.86313, -1.90051, -2.09620], [5.31359, -0.99129, -0.36928], [3.74576, 1.33340, 2.73979], [2.76321, 2.24871, 4.94782], [1.28033, 4.00487, 5.84655], [-0.52415, 4.92502, 4.41153], [-0.95266, 3.96703, 2.17805], [4.57053, -4.28767, 0.26838], [3.47374, -4.70604, 0.97217], [3.60082, -5.91460, 1.65041], [2.53821, -6.42396, 2.37595], [1.33671, -5.73013, 2.42677], [1.20892, -4.53654, 1.73663], [2.26362, -4.00982, 1.00323], [2.07835, -2.68992, 0.26317], [1.17186, -1.87507, 0.79687], [1.67666, -3.04332, -1.14932], [0.77023, -2.28830, -1.70647], [0.54511, -2.26962, -2.96424], [-0.42626, -1.35008, -3.51163], [-1.32945, -0.28812, -2.18061], [-0.71266, -1.24839, -4.81236], [-1.61105, -0.30610, -5.49017], [-1.62885, 1.05438, -5.17612], [-2.47311, 1.92279, -5.84829], [-3.30916, 1.45253, -6.85068], [-3.28218, 0.10717, -7.18990], [-2.43482, -0.76152, -6.52195], [4.45615, -3.37172, -0.01067], [4.54801, -6.43699, 1.59326], [2.65566, -7.36326, 2.90230], [0.50759, -6.11664, 3.00648], [0.28325, -3.97365, 1.75634], [3.07396, -2.21624, 0.17109], [2.35211, -3.53226, -1.72739], [1.12366, -2.85939, -3.67980], [-0.21475, -1.96821, -5.45681], [-0.95781, 1.42559, -4.41408], [-2.47409, 2.97525, -5.59167], [-3.97681, 2.13033, -7.36790], [-3.92551, -0.26483, -7.97810], [-2.41543, -1.81244, -6.78674], [-1.63038, 6.65932, -2.58279], [-1.17146, 5.21990, -2.33988], [0.28551, 5.25070, -1.85002], [-1.26166, 4.45799, -3.67094], [-2.02036, 4.51205, -1.28547], [-3.02093, 5.15788, -0.55006], [-3.71636, 4.51749, 0.46582], [-3.39490, 3.20353, 0.76633], [-3.90716, 2.19663, 2.08388], [-2.76577, 0.94709, 1.53876], [-2.12597, 1.25531, 0.46410], [-2.41344, 2.52880, 0.02434], [-1.74634, 3.18188, -1.00204], [-2.44626, -0.21021, 2.36593], [-3.33107, -0.61523, 3.37026], [-2.97198, -1.62343, 4.24152], [-1.72202, -2.21584, 4.09792], [-0.87060, -1.81602, 3.07737], [-1.17437, -0.79731, 2.15797], [-1.01152, 7.11124, -3.36013], [-1.52941, 7.26319, -1.67901], [-2.67056, 6.69152, -2.91485], [0.92622, 5.72866, -2.59577], [0.66467, 4.24659, -1.65680], [0.35540, 5.81382, -0.91693], [-0.66469, 4.95520, -4.43926], [-2.30044, 4.41862, -4.00768], [-0.89815, 3.43529, -3.57210], [-3.26011, 6.19556, -0.74321], [-4.47080, 5.04570, 1.03552], [-0.97374, 2.63156, -1.52338], [-4.30120, -0.13517, 3.45818], [-3.64885, -1.93494, 5.02788], [-1.41366, -2.99087, 4.79157], [0.09000, -2.31470, 2.98968]],
  "forces_ev_per_angstrom": [[-0.14, 0.13, -0.11], [-0.19, 0.01, 0.18], [0.16, -0.01, 0.19], [0.01, -0.02, -0.07], [-0.02, 0.03, -0.01], [0.07, -0.04, 0.05], [-0.08, -0.05, -0.01], [-0.11, 0.04, -0.22], [0.20, 0.21, 0.34], [0.20, -0.14, -0.20], [0.37, -0.11, -0.06], [-0.18, -0.31, -0.05], [0.09, 0.05, -0.08], [-0.34, 0.08, -0.09], [0.06, -0.03, 0.00], [0.02, 0.02, 0.11], [0.05, -0.03, -0.02], [-0.11, -0.08, -0.01], [0.34, 0.16, 0.27], [-0.30, 0.34, 0.22], [0.02, -0.06, -0.13], [-0.05, -0.02, 0.02], [0.00, 0.02, -0.01], [0.00, 0.01, 0.00], [0.01, -0.02, -0.01], [0.03, -0.03, -0.08], [0.02, 0.02, -0.03], [0.02, 0.01, -0.02], [-0.03, -0.02, 0.00], [-0.03, -0.05, -0.01], [0.08, 0.04, -0.06], [-0.30, -0.15, 0.09], [0.11, 0.00, -0.04], [0.06, 0.04, -0.05], [-0.08, -0.06, 0.05], [-0.02, 0.01, -0.01], [0.09, 0.11, 0.09], [0.16, -0.43, -0.36], [-0.02, 0.08, 0.26], [-0.05, -0.13, 0.18], [-0.06, 0.28, -0.15], [0.35, -0.19, 0.13], [-0.40, 0.28, 0.15], [0.05, -0.18, -0.28], [0.04, 0.00, 0.15], [-0.07, 0.11, -0.07], [0.02, -0.08, -0.06], [-0.02, 0.07, -0.01], [-0.03, -0.03, -0.01], [-0.04, 0.01, -0.04], [0.04, 0.00, 0.08], [-0.02, 0.06, -0.03], [-0.01, 0.01, 0.03], [-0.02, 0.01, 0.01], [-0.01, 0.00, -0.03], [0.04, -0.05, -0.02], [-0.06, 0.18, 0.08], [0.03, 0.04, -0.09], [-0.02, -0.04, -0.01], [0.05, -0.02, 0.03], [-0.03, 0.00, -0.02], [0.01, -0.09, -0.04], [0.02, 0.01, -0.01], [0.01, -0.01, 0.01], [0.00, 0.00, 0.00], [0.00, -0.10, 0.03], [0.01, 0.06, -0.06], [-0.07, 0.00, -0.03], [-0.02, 0.07, 0.13], [0.04, -0.11, -0.04], [-0.13, 0.09, 0.09], [-0.02, 0.01, 0.00], [0.17, -0.11, 0.01], [0.14, -0.20, -0.12], [-0.21, 0.55, 0.00], [0.18, -0.46, -0.22], [-0.26, 0.21, 0.02], [0.00, -0.07, 0.03], [0.27, -0.31, 0.07], [-0.04, 0.10, -0.18], [0.01, -0.01, 0.03], [-0.07, 0.00, 0.02], [0.17, -0.04, -0.12], [-0.35, 0.13, 0.32], [0.00, 0.01, 0.00], [-0.03, 0.03, -0.02], [0.01, 0.04, 0.00], [0.01, -0.01, 0.01], [0.02, 0.01, -0.03], [0.03, -0.01, -0.01], [0.01, 0.01, 0.01], [0.04, 0.02, 0.02], [0.00, 0.03, 0.01], [0.03, -0.04, -0.04], [0.02, 0.03, -0.02], [0.05, 0.06, -0.01], [-0.01, -0.02, 0.05], [0.00, -0.01, -0.01], [0.01, -0.02, -0.02], [-0.03, 0.09, 0.04]]
}

# 2
{
  "formula": "C47H41NOP2ReSbSe4",
  "method": "wB97M-V/def2-TZVPD",
  "de_lowest_ev": 0.544,
  "e_homo_ev": -12.7,
  "charge": 2,
  "symbols": ["Re", "C", "C", "C", "C", "C", "C", "C", "C", "P", "C", "C", "C", "C", "C", "C", "C", "C", "C", "C", "C", "C", "C", "O", "C", "C", "C", "C", "C", "C", "P", "C", "C", "C", "C", "C", "C", "C", "C", "C", "C", "C", "C", "H", "H", "H", "H", "H", "H", "H", "H", "H", "H", "H", "H", "H", "H", "H", "H", "H", "H", "H", "H", "H", "H", "H", "H", "H", "H", "H", "H", "H", "H", "H", "H", "Se", "Sb", "Se", "Se", "Se", "C", "C", "C", "C", "C", "C", "C", "C", "N", "H", "H", "H", "H", "H", "H", "H", "H", "H"],
  "coordinates": [[0.03089, 0.08197, 0.49666], [0.07077, -2.82464, -5.20369], [0.11073, -3.17112, -3.70287], [0.17812, -4.69823, -3.51277], [-1.14584, -2.65025, -3.03841], [-2.39072, -3.01547, -3.54899], [-3.57868, -2.56603, -3.00622], [-3.54702, -1.75370, -1.88934], [-2.32271, -1.40082, -1.32675], [-2.28874, -0.43898, 0.18834], [-3.12575, -1.38301, 1.49052], [-3.86890, -2.53471, 1.24808], [-4.52162, -3.16902, 2.29718], [-4.41123, -2.67980, 3.58778], [-3.62900, -1.56089, 3.84503], [-2.98789, -0.91567, 2.80288], [-3.33915, 1.01320, -0.11647], [-3.81418, 1.75841, 0.96318], [-4.62154, 2.86232, 0.73900], [-4.95446, 3.23250, -0.55765], [-4.45759, 2.51343, -1.63405], [-3.64453, 1.40966, -1.41811], [-1.13946, -1.82938, -1.92194], [0.07039, -1.37360, -1.33766], [1.29171, -1.67605, -2.00182], [2.44063, -1.06418, -1.51041], [3.67057, -1.30969, -2.11033], [3.74794, -2.19420, -3.16836], [2.59467, -2.79559, -3.63397], [1.33853, -2.53566, -3.08691], [2.36254, 0.08233, -0.12553], [3.58199, -0.46759, 1.08281], [3.97186, 0.44142, 2.07207], [4.86741, 0.05102, 3.05301], [5.34725, -1.25339, 3.07244], [4.92776, -2.16665, 2.11786], [4.04311, -1.77905, 1.12039], [2.93482, 1.67075, -0.77750], [4.23093, 2.14741, -0.59265], [4.59302, 3.37168, -1.13702], [3.67455, 4.11586, -1.86249], [2.39136, 3.62906, -2.07422], [2.02499, 2.40817, -1.53417], [-0.78235, -3.29271, -5.69124], [0.96854, -3.17735, -5.70754], [0.00026, -1.74591, -5.35036], [-0.69576, -5.17808, -3.95285], [0.21460, -4.95728, -2.45353], [1.06673, -5.10571, -3.99442], [-2.42852, -3.66845, -4.41031], [-4.52298, -2.85301, -3.44784], [-4.46253, -1.38192, -1.44768], [-3.94574, -2.94082, 0.24989], [-5.10740, -4.05628, 2.09788], [-4.91963, -3.17875, 4.40195], [-3.50241, -1.20684, 4.85903], [-2.37872, -0.04210, 3.00680], [-3.57273, 1.47962, 1.97918], [-5.00025, 3.42743, 1.58015], [-5.60121, 4.08286, -0.72830], [-4.70598, 2.80510, -2.64583], [-3.25815, 0.85998, -2.26618], [4.55495, -0.81210, -1.73229], [4.69971, -2.40884, -3.63425], [2.66862, -3.49210, -4.45815], [3.58011, 1.45258, 2.06379], [5.17673, 0.75986, 3.80959], [6.04040, -1.55901, 3.84496], [5.27959, -3.18905, 2.14603], [3.72354, -2.49894, 0.37755], [4.95410, 1.57180, -0.03211], [5.60019, 3.74039, -0.99661], [3.96286, 5.07334, -2.27522], [1.68420, 4.19650, -2.66469], [1.02546, 2.02227, -1.71908], [1.76647, -5.37451, 2.61562], [0.58209, -3.78334, 3.87905], [1.74866, -1.51088, 3.65806], [0.13013, -1.51641, 2.05668], [-1.04338, -3.74934, 5.56289], [-1.19210, 3.74876, -0.44045], [-0.66170, 3.95647, 0.94387], [-0.54548, 5.24274, 1.44418], [-0.08701, 5.47493, 2.73171], [0.25995, 4.41576, 3.56233], [0.16260, 3.11341, 3.11876], [0.56464, 1.95236, 3.97845], [-0.27176, 2.88629, 1.78691], [-0.20768, 1.61781, 1.29983], [-0.70642, 4.42191, -1.14683], [-2.26452, 3.95479, -0.46235], [-1.06409, 2.72521, -0.78822], [-0.81647, 6.07479, 0.80635], [-0.00222, 6.49256, 3.08942], [0.61453, 4.60941, 4.56647], [1.08067, 2.28696, 4.87572], [1.23211, 1.28993, 3.42393], [-0.30286, 1.36210, 4.28236]],
  "forces_ev_per_angstrom": [[-0.63, 2.30, -0.88], [0.00, 0.04, 0.03], [0.01, -0.14, -0.09], [0.01, 0.03, 0.04], [0.14, 0.05, 0.08], [-0.02, 0.01, 0.00], [-0.09, -0.03, 0.00], [0.14, -0.03, -0.02], [0.00, 0.05, 0.10], [-0.53, -0.11, 0.28], [0.15, 0.00, 0.03], [-0.01, 0.08, 0.02], [0.04, -0.07, -0.08], [0.03, 0.00, 0.06], [0.01, -0.01, -0.01], [-0.10, 0.04, -0.08], [0.13, -0.01, -0.10], [-0.01, 0.03, -0.06], [0.00, -0.01, 0.03], [-0.02, 0.03, 0.00], [0.03, -0.02, -0.03], [0.02, 0.04, 0.05], [-0.11, -0.05, -0.08], [0.05, 0.54, 0.06], [0.13, -0.05, -0.08], [-0.11, 0.01, 0.12], [-0.13, -0.03, 0.00], [0.11, -0.02, -0.02], [0.02, 0.01, 0.02], [-0.14, 0.08, 0.09], [0.81, 0.12, 0.13], [-0.10, 0.09, 0.06], [-0.02, -0.07, -0.05], [-0.08, 0.02, 0.01], [0.02, 0.00, 0.04], [-0.02, -0.04, -0.05], [0.08, 0.04, -0.07], [-0.08, -0.02, -0.01], [-0.09, 0.00, -0.06], [0.03, -0.03, 0.00], [0.03, 0.01, -0.02], [-0.03, -0.04, -0.02], [0.01, 0.04, 0.03], [0.02, -0.02, -0.01], [-0.02, -0.03, -0.02], [0.00, 0.00, 0.00], [0.02, -0.01, -0.02], [0.00, 0.00, 0.00], [-0.02, -0.01, -0.02], [0.02, 0.01, 0.00], [0.01, 0.00, 0.00], [-0.02, -0.03, 0.00], [-0.03, -0.04, 0.01], [-0.01, 0.01, 0.02], [0.01, -0.02, -0.01], [-0.04, 0.04, -0.01], [0.04, -0.03, 0.04], [-0.04, -0.02, 0.01], [0.00, 0.00, 0.00], [0.01, 0.00, 0.00], [-0.01, 0.00, 0.00], [-0.03, 0.00, -0.01], [0.02, -0.02, -0.02], [0.00, -0.01, 0.01], [-0.02, 0.03, -0.02], [0.05, 0.02, 0.03], [0.03, -0.01, -0.01], [0.01, 0.00, -0.01], [0.02, 0.01, 0.01], [-0.01, -0.01, 0.02], [0.02, 0.01, 0.01], [-0.01, 0.01, 0.01], [0.00, -0.01, -0.01], [0.00, 0.00, 0.01], [-0.03, 0.03, 0.03], [-0.36, 0.40, 0.16], [0.19, -0.93, 0.84], [0.95, -0.06, 0.64], [-1.16, -1.17, 0.40], [0.26, -0.03, -0.41], [-0.01, -0.08, -0.04], [0.10, -0.19, -0.07], [-0.04, 0.03, 0.02], [-0.05, -0.02, -0.08], [-0.03, 0.03, 0.09], [0.09, -0.19, -0.09], [0.03, 0.09, -0.07], [-0.12, 0.27, 0.40], [0.48, -1.01, -1.46], [-0.01, 0.03, 0.02], [0.03, 0.02, -0.01], [0.03, 0.01, 0.01], [-0.01, 0.01, 0.03], [0.01, -0.01, 0.03], [-0.01, 0.00, 0.00], [-0.04, 0.01, 0.01], [0.02, -0.02, 0.07], [0.01, -0.04, -0.01]]
}

- Number 1 is which compound?
  C47H40BrN5O5SSc